A molecular structure, C10H10N2 in a non-equilibrium geometry, computed with ωB97M-V/def2-TZVPD.

Each line ends with the natural charge from an NBO analysis.
Positions of all 22 atoms, in Å:
C: 1.383 -0.660 1.800  -0.445
C: 2.951 0.863 0.586  -0.115
C: 2.733 1.787 -0.450  -0.095
C: 0.892 0.703 -0.289  0.337
C: -0.512 0.190 -0.514  -0.094
C: -0.771 -1.202 -0.794  -0.138
C: -2.029 -1.682 -0.946  -0.270
C: -3.134 -0.783 -0.785  -0.165
C: -2.861 0.551 -0.674  -0.235
C: -1.598 0.928 -0.421  -0.180
H: 2.296 -1.223 2.206  0.243
H: 0.906 -1.711 1.441  0.214
H: 0.578 -0.142 2.370  0.232
H: 3.769 0.690 1.439  0.234
H: 3.530 2.419 -0.709  0.205
H: 0.362 -1.908 -0.879  0.207
H: -2.306 -2.664 -1.152  0.220
H: -4.241 -1.262 -0.979  0.218
H: -3.657 1.212 -0.550  0.216
H: -1.446 2.038 -0.376  0.220
N: 1.705 0.222 0.655  -0.360
N: 1.450 1.635 -0.980  -0.448

As for the HOMO-LUMO gap: 9.4 eV. For the relative energy (zero: lowest compared OMol25 entry of this formula, charge and spin), the calculation gives 3.4569 eV.

***

2 unconnected molecules or ions with the total composition C10H10N2 in a non-equilibrium geometry, computed with ωB97M-V/def2-TZVPD.

Each line ends with the natural charge from an NBO analysis.
Positions of all 22 atoms, in Å:
C: -0.586 -2.921 2.236  -0.180
C: -0.865 -2.196 1.148  -0.278
C: -1.596 -0.979 1.328  0.072
N: -1.956 -0.569 2.494  -0.431
C: -1.489 -1.226 3.573  0.021
C: -0.889 -2.442 3.582  -0.261
H: -0.160 -3.904 1.913  0.220
H: -0.545 -2.332 0.092  0.218
H: -1.640 -0.381 0.349  0.189
H: -1.701 -0.873 4.670  0.192
H: -0.631 -3.087 4.488  0.238
C: 1.562 1.676 -1.283  -0.141
C: 1.205 0.677 -2.107  -0.279
C: 0.710 0.892 -3.281  0.031
N: 0.366 2.063 -3.685  -0.401
C: 0.781 3.099 -2.915  0.017
C: 1.350 3.013 -1.714  -0.264
H: 2.022 1.491 -0.403  0.208
H: 0.952 -0.324 -1.697  0.216
H: 0.578 0.247 -4.096  0.198
H: 0.839 4.083 -3.366  0.186
H: 1.692 3.992 -1.326  0.228

The structure (SMILES) is c1ccncc1.c1ccncc1. As for the HOMO-LUMO gap: 10.2 eV. For the relative energy (zero: lowest compared OMol25 entry of this formula, charge and spin), the calculation gives 3.8151 eV.

***

2 unconnected molecules or ions with the total composition C10H10N2 in a non-equilibrium geometry, computed with ωB97M-V/def2-TZVPD.

Each line ends with the natural charge from an NBO analysis.
Positions of all 22 atoms, in Å:
C: -3.988 0.766 -0.072  -0.139
C: -2.792 1.468 0.116  -0.294
C: -1.668 0.630 0.041  0.029
N: -1.670 -0.765 -0.127  -0.433
C: -2.930 -1.338 -0.091  0.003
C: -4.059 -0.718 -0.056  -0.272
H: -4.983 1.364 0.172  0.213
H: -2.682 2.624 0.148  0.242
H: -0.621 0.822 0.297  0.233
H: -3.004 -2.346 -0.128  0.186
H: -5.121 -1.018 0.064  0.233
C: 3.985 -0.758 0.057  -0.196
C: 4.227 0.590 0.046  -0.269
C: 2.976 1.439 -0.098  0.051
N: 1.840 0.732 -0.214  -0.462
C: 1.642 -0.617 -0.027  0.015
C: 2.734 -1.400 -0.041  -0.253
H: 4.840 -1.465 0.504  0.216
H: 5.303 0.946 -0.218  0.233
H: 2.876 2.498 -0.369  0.207
H: 0.642 -1.017 -0.111  0.233
H: 2.452 -2.439 0.106  0.223

The structure (SMILES) is c1ccncc1.c1ccncc1. As for the HOMO-LUMO gap: 9.5 eV. For the relative energy (zero: lowest compared OMol25 entry of this formula, charge and spin), the calculation gives 4.3971 eV.

***

2 unconnected molecules or ions with the total composition C10H10N2O in a non-equilibrium geometry, computed with ωB97M-V/def2-TZVPD.

Each line ends with the natural charge from an NBO analysis.
Positions of all 23 atoms, in Å:
C: 2.446 1.703 0.235  -0.183
C: 1.352 2.431 -0.215  -0.218
C: 2.344 0.336 0.400  -0.234
C: 0.176 1.781 -0.517  -0.149
C: 1.158 -0.333 0.121  0.108
C: 0.065 0.395 -0.361  -0.141
C: -0.211 -2.430 -0.105  -0.097
C: -1.221 -1.719 -0.610  -0.255
C: 1.097 -1.825 0.270  -0.499
C: -1.131 -0.296 -0.789  -0.044
N: -2.716 0.160 1.427  -0.482
N: -2.792 0.439 0.249  0.333
O: -3.577 1.030 -0.459  -0.464
H: 3.377 2.206 0.448  0.216
H: 1.431 3.501 -0.344  0.218
H: 3.194 -0.233 0.744  0.210
H: -0.676 2.338 -0.881  0.222
H: -0.287 -3.503 0.001  0.211
H: -2.137 -2.200 -0.922  0.226
H: 1.885 -2.279 -0.346  0.235
H: 1.334 -2.098 1.305  0.240
H: -1.616 0.113 -1.669  0.227
H: -3.494 0.483 2.020  0.321

As for the HOMO-LUMO gap (spin up / spin down): 7.9 / 7.9 eV. For the relative energy (zero: lowest compared OMol25 entry of this formula, charge and spin), the calculation gives 4.0406 eV.

***

2 unconnected molecules or ions with the total composition C10H10N2O2 in a non-equilibrium geometry, computed with ωB97M-V/def2-TZVPD.

Each line ends with the natural charge from an NBO analysis.
Positions of all 24 atoms, in Å:
O: 3.046 0.384 -1.778  -0.617
C: 1.765 0.281 -1.821  0.646
C: 0.843 -0.576 -0.943  -0.390
C: -0.452 -0.111 -0.878  0.054
N: -0.986 0.772 -1.878  -0.622
C: -0.237 1.435 -2.799  0.779
O: -0.700 2.330 -3.417  -0.608
N: 1.107 1.213 -2.651  -0.650
H: 1.415 -1.165 -0.263  0.240
H: -1.170 -0.373 0.019  0.265
H: -2.013 0.884 -1.929  0.425
H: 1.604 2.072 -3.027  0.438
C: 0.698 -1.476 1.379  -0.204
C: 0.998 -0.195 1.867  -0.192
C: -0.124 0.735 2.159  -0.197
C: -1.407 0.342 2.140  -0.246
C: -1.644 -1.010 1.741  -0.245
C: -0.655 -1.815 1.331  -0.235
H: 1.352 -2.131 0.853  0.218
H: 2.059 -0.013 2.250  0.236
H: 0.264 1.648 2.483  0.218
H: -2.070 1.029 2.598  0.233
H: -2.683 -1.542 1.730  0.232
H: -1.009 -2.717 0.834  0.225

The structure (SMILES) is O=c1cc[nH]c(=O)[nH]1.c1ccccc1. As for the HOMO-LUMO gap: 9.2 eV. For the relative energy (zero: lowest compared OMol25 entry of this formula, charge and spin), the calculation gives 3.7747 eV.

***

A molecular structure, C10H10N2O2 in a non-equilibrium geometry, computed with ωB97M-V/def2-TZVPD.

Each line ends with the natural charge from an NBO analysis.
Positions of all 24 atoms, in Å:
C: 1.905 -0.109 2.895  -0.270
C: 0.950 0.607 2.201  -0.183
C: 2.608 -1.031 2.137  0.036
C: 0.796 0.450 0.837  -0.262
C: 1.351 -0.707 0.203  0.246
C: -0.408 -1.670 -1.000  0.154
C: 0.902 -0.940 -1.235  -0.547
C: -3.303 0.694 -1.502  -0.076
C: -1.401 1.154 -1.965  0.556
C: -1.925 0.061 -1.345  -0.048
N: 2.221 -1.431 0.900  -0.447
N: -1.588 -1.214 -1.026  -0.435
O: -2.629 1.796 -2.124  -0.508
O: -0.309 1.791 -2.397  -0.667
H: 2.072 0.111 4.045  0.231
H: 0.516 1.438 2.767  0.217
H: 3.527 -1.654 2.524  0.201
H: -0.294 -2.804 -0.659  0.193
H: 1.035 0.098 -1.602  0.259
H: 1.602 -1.591 -1.643  0.238
H: -4.092 0.277 -2.149  0.193
H: -3.865 0.845 -0.537  0.191
H: 0.126 1.218 0.342  0.224
H: -0.461 2.011 -3.327  0.503

As for the HOMO-LUMO gap: 8.7 eV. For the relative energy (zero: lowest compared OMol25 entry of this formula, charge and spin), the calculation gives 5.2210 eV.

***

C10H10N2O2 in the gas phase in a non-equilibrium geometry, computed with ωB97M-V/def2-TZVPD.

Each line ends with the natural charge from an NBO analysis.
Positions of all 24 atoms, in Å:
C: 0.241 2.862 0.019  -0.235
C: -0.668 2.579 -0.996  -0.232
C: 0.952 1.843 0.581  0.025
C: -0.870 1.255 -1.366  0.136
C: -0.182 0.223 -0.675  0.497
C: -0.264 -1.586 1.897  -0.086
C: 1.230 -1.472 1.574  -0.325
C: 1.319 -1.833 0.134  -0.352
C: -0.212 -2.221 -0.346  0.371
C: 1.824 -0.330 0.723  -0.145
N: 0.789 0.542 0.227  -0.316
N: -1.694 0.919 -2.405  -0.793
O: -0.612 -1.019 -1.054  -0.518
O: -0.893 -2.356 0.853  -0.518
H: 0.402 3.871 0.355  0.230
H: -1.214 3.363 -1.495  0.217
H: 1.713 2.002 1.327  0.236
H: -0.431 -2.130 2.828  0.202
H: -0.758 -0.605 1.975  0.170
H: 1.897 -1.910 2.305  0.219
H: 2.092 -2.484 -0.245  0.219
H: -0.344 -3.057 -1.016  0.199
H: -2.373 1.594 -2.710  0.389
H: -1.943 -0.052 -2.491  0.410

As for the HOMO-LUMO gap (spin up / spin down): 7.7 / 7.7 eV. For the relative energy (zero: lowest compared OMol25 entry of this formula, charge and spin), the calculation gives 5.4612 eV.

***

2 unconnected molecules or ions with the total composition C10H10N2O2 in a non-equilibrium geometry, computed with ωB97M-V/def2-TZVPD.

Each line ends with the natural charge from an NBO analysis.
Positions of all 24 atoms, in Å:
O: 1.272 1.947 0.284  -0.564
C: 1.219 1.403 -0.856  0.611
C: 2.000 0.097 -1.032  -0.341
C: 1.774 -0.680 -2.209  0.022
N: 0.685 -0.097 -2.997  -0.631
C: -0.143 0.908 -2.745  0.768
O: -1.410 0.888 -3.145  -0.629
N: 0.488 1.949 -1.963  -0.635
H: 2.516 -0.562 0.005  0.272
H: 2.342 -1.615 -2.499  0.253
H: 0.324 -0.674 -3.821  0.434
H: -0.395 2.517 -1.577  0.439
C: -0.329 0.394 2.744  -0.211
C: 0.524 -0.565 2.250  -0.186
C: -0.091 -1.400 1.184  -0.201
C: -1.450 -1.509 1.048  -0.230
C: -2.183 -0.593 1.608  -0.210
C: -1.613 0.399 2.407  -0.202
H: -0.114 1.358 3.257  0.220
H: 1.446 -0.412 2.433  0.193
H: 0.485 -2.170 0.706  0.198
H: -1.853 -2.263 0.410  0.214
H: -3.245 -0.469 1.597  0.212
H: -2.249 1.148 2.912  0.203

The structure (SMILES) is O=c1cc[nH]c(=O)[nH]1.c1ccccc1. As for the HOMO-LUMO gap: 8.6 eV. For the relative energy (zero: lowest compared OMol25 entry of this formula, charge and spin), the calculation gives 4.9295 eV.

***

C10H10N2O2S in the gas phase in a non-equilibrium geometry, computed with ωB97M-V/def2-TZVPD.

Each line ends with the natural charge from an NBO analysis.
Positions of all 25 atoms, in Å:
C: -1.600 1.581 1.721  -0.214
C: -0.443 2.163 1.232  -0.188
C: -2.126 0.462 1.098  -0.198
C: 0.188 1.622 0.127  -0.254
C: -1.483 -0.089 0.002  -0.240
C: -0.318 0.483 -0.490  0.064
C: 1.272 -1.764 0.226  0.693
C: 1.471 -1.851 3.103  0.318
C: 1.760 -0.666 -1.133  -0.321
C: 0.433 -0.145 -1.636  -0.484
N: 1.660 -1.153 4.025  0.167
N: 1.336 -2.072 1.731  -0.721
O: 0.689 -2.681 -0.296  -0.614
O: 1.801 -0.782 5.151  -0.394
S: 2.717 -1.676 -2.234  0.049
H: -2.095 2.001 2.584  0.218
H: -0.028 3.036 1.711  0.216
H: -3.037 0.016 1.469  0.217
H: 1.081 2.089 -0.263  0.207
H: -1.889 -0.971 -0.473  0.218
H: 2.408 0.116 -0.744  0.234
H: -0.150 -0.960 -2.069  0.233
H: 0.636 0.595 -2.417  0.237
H: 0.934 -3.009 1.678  0.416
H: 1.753 -2.560 -2.484  0.142

As for the HOMO-LUMO gap: 8.9 eV. For the relative energy (zero: lowest compared OMol25 entry of this formula, charge and spin), the calculation gives 4.7879 eV.

***

C10H10N2OS in the gas phase in a non-equilibrium geometry, computed with ωB97M-V/def2-TZVPD.

Each line ends with the natural charge from an NBO analysis.
Positions of all 24 atoms, in Å:
C: 0.769 -0.118 0.526  -0.417
C: 1.590 2.224 -0.142  -0.259
C: -0.102 0.736 1.365  0.172
C: 0.433 2.695 0.308  -0.012
C: 1.962 0.782 0.056  -0.014
C: -0.755 -2.449 0.644  -0.060
C: 3.217 0.384 -0.144  -0.371
C: -0.130 -0.635 -0.623  0.381
C: -1.822 -2.753 1.331  -0.402
C: -0.103 0.113 -1.937  -0.683
N: -0.274 1.974 1.275  -0.417
N: -0.865 -1.662 -0.408  -0.438
O: 5.672 0.338 0.169  -0.910
S: 4.637 0.310 -0.836  1.212
H: 1.319 -0.971 0.970  0.265
H: 2.231 2.844 -0.871  0.233
H: -0.566 0.183 2.207  0.198
H: 0.089 3.687 0.016  0.217
H: 0.195 -2.709 1.097  0.186
H: -2.842 -2.428 1.134  0.203
H: -1.700 -3.417 2.134  0.191
H: 0.237 1.179 -1.815  0.242
H: -0.885 -0.166 -2.571  0.247
H: 0.755 -0.305 -2.425  0.237

As for the HOMO-LUMO gap: 8.0 eV. For the relative energy (zero: lowest compared OMol25 entry of this formula, charge and spin), the calculation gives 6.4982 eV.

***

3 unconnected molecules or ions with the total composition C10H10N3 in a non-equilibrium geometry, computed with ωB97M-V/def2-TZVPD.

Each line ends with the natural charge from an NBO analysis.
Positions of all 23 atoms, in Å:
C: -2.245 2.410 0.930  -0.057
C: -1.684 2.753 -0.348  -0.212
C: -2.117 1.186 1.411  -0.243
C: -0.661 2.008 -0.894  -0.088
C: -1.264 0.264 0.789  0.161
C: -0.435 0.671 -0.358  -0.308
C: -0.948 -1.052 1.417  -0.227
C: -0.003 -1.907 0.990  -0.059
C: 0.749 -1.553 -0.284  -0.675
C: 0.518 -0.224 -0.727  0.547
N: 3.369 -2.399 1.416  -0.061
N: 4.370 -2.761 1.737  0.069
N: 1.996 -0.733 -3.101  -0.572
H: -2.918 3.040 1.508  0.248
H: -1.879 3.838 -0.555  0.255
H: -2.395 0.841 2.348  0.232
H: -0.225 2.183 -1.865  0.246
H: -1.558 -1.103 2.361  0.242
H: 0.053 -2.893 1.253  0.236
H: 1.898 -1.754 -0.288  0.337
H: 0.542 -2.208 -1.018  0.330
H: 2.011 -0.290 -3.961  0.304
H: 2.827 -0.318 -2.762  0.294

As for the HOMO-LUMO gap (spin up / spin down): 7.8 / 7.4 eV. As for the total charge: +1. For the relative energy (zero: lowest compared OMol25 entry of this formula, charge and spin), the calculation gives 3.8584 eV.

***

A gas-phase ion, C10H10N3O (charge +1) in a non-equilibrium geometry, computed with ωB97M-V/def2-TZVPD.

Each line ends with the natural charge from an NBO analysis.
Positions of all 24 atoms, in Å:
C: 1.606 0.335 -3.271  -0.733
C: 1.859 -0.312 -2.038  0.022
C: 0.808 -0.290 -0.807  0.311
N: 1.174 -1.043 0.222  -0.437
C: 0.304 -0.842 1.200  0.378
N: 0.129 -1.510 2.339  -0.521
C: 0.914 -2.171 3.079  0.504
O: 0.367 -2.938 3.990  -0.587
C: -0.666 0.170 0.785  0.144
C: -1.851 0.651 1.377  -0.157
C: -2.549 1.719 0.725  -0.103
C: -2.127 2.002 -0.614  -0.222
C: -0.998 1.394 -1.183  0.076
N: -0.277 0.546 -0.475  -0.309
H: 1.460 1.524 -3.213  0.242
H: 0.724 0.102 -3.759  0.254
H: 2.193 0.171 -4.125  0.264
H: 2.730 -0.807 -1.829  0.224
H: 2.008 -2.102 3.201  0.163
H: 1.107 -3.215 4.524  0.494
H: -2.304 0.409 2.278  0.256
H: -3.403 2.020 1.196  0.238
H: -2.536 2.665 -1.341  0.252
H: -0.671 1.519 -2.262  0.246

The structure (SMILES) is C/C=C1N=C(/N=C/O)c2cccc[n+]2/1. As for the HOMO-LUMO gap (spin up / spin down): 6.5 / 7.0 eV. As for the total charge: +1. For the relative energy (zero: lowest compared OMol25 entry of this formula, charge and spin), the calculation gives 2.0815 eV.